C3H6ClNO3S | ωB97M-V/def2-TZVPD

Structure (XYZ):
```
15
Properties=species:S:1:pos:R:3:nbo_charge:R:1
C 0.978 -0.398 1.529 -0.619
C 0.658 0.871 0.658 -0.205
N -0.156 0.331 -0.510 -0.703
C 0.281 0.244 -1.791 0.531
O -0.179 -0.339 -2.733 -0.559
S -1.599 -0.585 -0.280 2.256
O -1.537 -1.880 -0.852 -0.851
O -1.950 -0.289 1.023 -0.919
Cl -2.793 0.480 -1.383 -0.159
H 1.750 -1.055 0.888 0.206
H 1.643 -0.026 2.353 0.224
H 0.220 -1.030 1.802 0.233
H -0.069 1.477 1.241 0.225
H 1.413 1.455 0.056 0.235
H 1.340 0.743 -1.999 0.104
```

Properties
net charge	0
multiplicity	1
gap between HOMO and LUMO	11.056	eV
ΔE to the lowest compared entry with this formula, charge and spin	37.11	kcal/mol
molecular weight	171.61	g/mol
F_max	7.1	eV/Å
SMILES	CCN(C=O)S(=O)(=O)Cl